1.
DFT (ωB97M-V/def2-TZVPD) results for 12 unconnected molecules or ions with the total composition C28H80O17.

XYZ file:
```
125
Properties=species:S:1:pos:R:3:forces:R:3
C -1.6590 -4.4511 -3.1260 -0.564 1.072 -0.500
H 3.0228 0.9688 4.1119 -0.214 -0.263 -0.648
H 2.9170 -3.9137 -0.7090 -0.587 -0.377 -0.525
H -2.0552 1.9048 3.4754 0.517 0.960 -0.068
H -1.6267 0.9303 -1.2248 0.788 0.331 0.901
H 6.0252 0.8570 -3.5657 0.078 -0.243 -0.243
H -3.1448 -0.4229 -3.2196 0.020 0.431 -0.156
H 1.2101 4.6927 0.8642 -1.880 -0.239 -0.940
H 3.9544 -2.1201 0.4421 0.468 -0.012 -0.104
H -1.2867 0.3499 -4.7823 0.761 -0.365 -0.112
C 3.3673 -2.8045 1.0401 -1.400 -0.474 0.258
H -0.4284 -0.7511 0.0625 0.651 0.331 -0.208
H -2.6036 -4.4902 -2.5904 0.060 -0.386 0.517
C -0.2954 -3.7398 3.6316 2.195 -0.222 -0.194
H 0.7422 -1.9356 -3.7291 -0.508 -0.217 0.686
H -5.8132 2.9349 -1.5313 -0.282 0.112 0.168
H -1.1261 -0.4505 2.8146 0.058 0.569 -0.505
O 1.9146 2.8397 2.7633 0.609 0.055 -0.761
O 2.4955 -5.1712 1.0135 0.183 0.888 -0.747
H -1.9532 -2.3772 -3.1000 -0.003 0.542 0.122
H 6.3498 -0.7354 -1.0623 1.123 -1.052 -0.290
O -3.3265 1.1496 4.9273 0.040 0.412 0.252
C 4.6128 -0.2161 -2.3247 1.792 1.266 -1.787
C 5.4623 -0.0798 -3.6481 -0.407 0.340 0.968
H -1.2427 -3.2438 -1.0060 0.301 0.173 0.021
H -1.7207 5.7156 0.6148 1.301 0.073 0.593
C 3.2675 -4.1683 0.2723 -0.384 1.022 2.139
H 0.0491 -2.8050 4.0412 0.304 0.323 0.674
H 4.1031 3.4390 1.4059 0.616 -0.671 0.657
C -2.0379 1.0230 -4.4413 -1.065 1.519 0.507
H 0.9088 -3.3747 1.9848 -0.951 0.135 0.647
H 0.2945 1.8849 -2.4191 -0.517 -0.652 -0.028
H 3.2417 -1.5445 -2.9439 0.921 0.546 0.561
H 2.1059 -4.9190 3.0362 -0.780 -0.091 1.023
C -5.8288 3.1021 -0.4437 -0.973 -0.289 -1.603
O -0.5538 -2.8786 -1.6047 -0.643 -0.070 -0.957
H 2.0727 -1.3260 1.5922 0.497 -1.255 -0.698
H 4.9234 -0.0774 -4.5886 -0.678 0.268 0.038
H 4.2552 -4.5661 0.2234 0.829 -0.244 -0.274
H 0.8059 2.0310 4.1506 -0.319 -0.874 0.400
H 0.4034 1.3861 2.5529 0.573 0.022 0.063
C -0.6331 5.8322 0.9732 -3.009 0.518 0.116
H -1.3383 -3.8482 0.8532 -0.292 0.431 0.690
H 0.7969 0.6052 0.2708 -0.684 -0.213 0.032
H 0.6448 5.7172 -1.2713 0.273 0.469 -0.523
H 2.3431 2.3907 -2.0530 0.723 0.648 -0.318
H -5.9202 4.1526 -0.2737 -0.028 0.710 0.104
H -1.3422 -3.7755 3.7951 -1.185 -0.312 -0.152
C 4.0464 3.6774 0.3673 -1.298 0.436 -1.306
H 3.7549 -2.9088 2.0625 0.353 -0.231 -0.349
C 0.0103 -2.7286 -3.9648 1.372 -0.144 1.131
C -0.0134 0.1887 -0.3627 0.444 -0.418 0.397
H -0.0811 -0.5532 -2.3747 -0.405 -0.245 -0.291
H -3.3064 0.8571 2.8340 -0.054 0.442 0.686
H 3.9446 0.6465 -2.3063 -0.399 -0.113 0.077
O 2.0404 -2.2377 1.1758 -0.066 0.140 0.120
C 5.5640 -0.0427 -1.1300 -2.467 0.237 0.589
H -2.7608 3.2099 -0.4774 0.227 -0.057 0.182
H -2.4317 -1.0669 3.7948 -0.108 -0.080 -0.412
H -4.1715 0.9833 -3.8147 1.438 -0.606 -0.020
O -3.5766 2.9986 -0.9402 0.066 0.061 -0.108
H 3.1579 0.9221 1.8134 -0.102 -0.478 -0.492
H 3.6647 4.7084 0.4193 -0.033 -0.137 -0.535
O -0.5633 3.4711 0.9167 0.385 1.529 0.060
H 4.9541 -0.1744 -0.2037 0.462 0.246 -0.467
H -0.9684 -5.2303 -2.8195 0.033 -0.039 -0.034
H 3.5572 1.6753 -0.1571 -0.928 1.066 -0.702
H -4.5364 -3.0665 -0.4499 0.597 0.327 -0.363
H 0.7475 3.9949 -1.5093 0.193 -0.420 -0.544
H -1.9827 -4.5558 -4.1693 0.428 -0.225 0.002
H 6.1175 -0.9261 -3.7550 0.620 -0.328 0.327
H -1.4218 -0.5893 5.5630 -0.316 -0.020 0.566
H -3.4365 -1.7023 -0.9506 0.103 0.025 -0.814
C -3.9336 -2.1875 -0.1329 -1.249 -1.461 -1.060
O -0.8585 -0.3516 4.8363 0.229 0.632 -1.200
O -1.5272 1.7782 -3.3219 1.239 -0.860 -1.373
H -2.2380 -1.7951 1.0343 -0.363 -0.234 0.320
C 0.4383 -4.9706 4.1737 -0.548 0.384 -0.311
H 4.9966 3.6946 -0.2093 -0.479 -0.167 0.725
C -1.0962 -3.0279 -2.9347 1.043 -0.763 -0.054
C 0.5898 -0.0455 -1.7112 0.797 1.661 -0.712
H 1.6927 -5.3992 0.5255 0.182 0.251 0.118
H 1.2865 3.5533 2.8605 -0.091 0.338 -0.287
O 2.6646 0.1582 2.1570 1.047 1.015 0.320
H -0.6679 5.7798 2.0490 -0.070 0.124 0.532
H -0.4100 6.8663 0.6857 0.769 -0.496 -0.163
H -4.3082 3.1093 0.9409 0.283 -0.172 1.021
H -4.7100 -1.5292 0.1993 0.012 0.603 0.827
O 3.0240 3.0440 -1.7315 -0.682 -1.172 -0.232
H 0.6449 -3.5990 -4.1556 -0.212 -0.197 0.178
H -4.7949 0.5914 -0.7172 -0.475 -0.361 -0.832
H 5.9498 0.9660 -1.1513 0.160 0.263 0.072
H -0.3069 -2.3964 -4.9065 -1.196 0.164 -1.455
H -2.2507 2.2537 -2.9717 -1.422 1.059 0.754
H -5.0915 0.7818 1.0243 -0.186 -0.306 -0.165
H -0.4548 2.7962 0.2498 -0.060 -0.744 -0.374
C -2.6349 1.0445 3.7046 0.663 -1.794 -1.325
H -3.5665 -0.2308 -4.9085 -0.425 -0.628 -0.431
H 0.0139 -5.7852 3.6108 0.039 -0.629 -0.600
O -2.1848 -3.7063 0.3869 0.460 -1.647 -1.356
C -4.4717 1.0750 0.1722 0.668 -0.049 1.689
C -1.7322 -0.2317 3.6798 -0.838 -0.439 2.284
H -0.8910 4.8304 -1.5392 1.002 -0.189 0.449
C 0.1472 4.7821 -1.1006 -0.978 -0.195 1.072
C 1.2449 1.6769 3.2156 -1.954 2.106 0.735
H -3.4473 0.6909 0.4016 -0.616 0.637 -0.210
C -4.5617 2.5695 0.0515 2.127 0.165 -0.757
O -1.0465 1.1428 -0.4463 -1.203 0.299 -0.729
H 1.7208 -0.2334 3.8788 -0.019 0.011 0.272
H -3.4180 -2.9126 1.7863 -0.035 0.042 0.272
C 3.0605 2.7053 -0.3680 2.664 -0.292 0.919
C -2.9317 -2.6451 0.8479 0.840 1.717 1.939
C -3.2691 0.3145 -4.0318 -1.941 -0.592 0.569
H -6.6936 2.6040 -0.0601 -0.576 -0.346 0.447
O 1.0030 1.2306 -2.3539 0.479 -0.908 0.695
O 0.0055 -3.7161 2.2483 -0.362 0.098 -1.449
C 2.2130 0.6276 3.4296 0.410 -1.711 0.632
H -3.0989 1.9939 5.3573 -0.116 -0.679 -0.373
H 0.1791 -5.2528 5.1956 0.490 0.552 0.313
H 2.0513 2.6595 -0.0053 -0.429 0.183 0.788
O 3.9588 -1.4358 -2.2799 -1.231 -1.456 0.185
H 1.5218 -0.5957 -1.6144 -0.066 -0.252 -0.009
C 0.1080 4.6670 0.4377 1.792 -0.284 -0.216
O 1.8310 -4.8481 3.9898 0.515 -0.098 -0.416
H -2.4122 1.6371 -5.2945 1.037 0.209 0.462
```
Positions in Å, forces in eV/Å.

Orbital gap (eV): 9.9
Calculated total energy (hartree): -2393.74007
Structure (SMILES): CC(C)O.CC(C)O.CC(C)O.CC(C)O.OCCO.OCCO.OCCO.OCCO.OCCO.CCO.CCO.CCO
LUMO energy (Eh): 0.015

Here are the Löwdin charges for atoms 1 to 5, given in e: -0.047, 0.148, 0.109, 0.099, 0.098

=====

2.
DFT (ωB97M-V/def2-TZVPD) results for a single C8H10NP molecule.

XYZ file:
```
20
Properties=species:S:1:pos:R:3:forces:R:3
C 2.6770 0.5291 -0.5957 -0.067 0.772 -1.900
H 3.4592 0.0930 -0.0513 0.697 -1.025 0.818
H 3.0482 0.8678 -1.5967 -0.547 -0.428 0.762
P 1.6601 1.6316 0.2898 -0.078 -0.034 1.364
C -2.6522 0.1278 0.1954 -0.732 0.332 -0.243
C 0.4272 -2.6892 -0.0219 -1.067 -0.311 2.247
H 0.7339 -3.3936 0.7674 0.125 0.368 0.171
H -0.8534 3.0402 -0.0311 -0.676 -1.147 0.296
H -3.7274 -0.2583 0.2798 1.745 0.418 -0.358
C -0.0484 1.1069 0.2061 0.195 -2.698 0.862
N -1.6540 -0.7249 0.2460 0.478 -0.674 0.499
H 1.3359 -1.1582 1.1809 2.225 0.635 1.726
H 1.0683 -2.9501 -0.7892 1.249 -0.361 -1.997
C -0.3527 -0.2992 0.3105 -1.557 2.056 -0.709
H 1.4695 2.7131 -0.5089 0.015 0.978 -0.953
C 0.6670 -1.2514 0.4207 -1.942 -2.391 -1.930
H -0.5952 -3.0628 -0.2454 0.467 1.141 -0.145
H -3.1565 2.2274 -0.2269 -0.199 -0.308 0.377
C -1.1115 1.9520 0.1319 0.701 2.512 -0.945
C -2.3949 1.4987 0.0384 -1.031 0.166 0.058
```
Positions in Å, forces in eV/Å.

Orbital gap (spin up / spin down) (eV): 6.9 / 7.7
Relative energy (zero: lowest compared OMol25 entry of this formula, charge and spin) (kJ/mol): 307.5
Calculated total energy (hartree): -706.78683
Structure (SMILES): C=[PH]=C1C=CC=N/C1=C\C
LUMO energy (spin up / spin down) (Eh): -0.028 / -0.020

Here are the Löwdin charges for atoms 1 to 5, given in e: -0.266, -0.034, 0.019, 0.866, -0.148

=====

3.
DFT (ωB97M-V/def2-TZVPD) results for a molecular structure, C24H48As2F12HgO12S6.

XYZ file:
```
105
Properties=species:S:1:pos:R:3:forces:R:3
C -3.9463 -3.1587 3.6670 1.199 -0.316 1.196
C -5.5575 0.9106 -3.4729 0.155 -0.071 0.259
C 2.1239 7.0951 -0.0145 0.299 -0.471 -0.543
H 3.0801 -7.7729 -0.1923 0.183 0.075 -0.185
C 4.7629 1.0503 6.7300 -0.323 -0.849 -0.905
F -3.7630 -3.5852 -2.1688 1.281 -1.256 -0.661
F -0.8298 -4.8933 -3.7399 -0.680 0.092 0.699
F -3.2417 -5.6299 -3.7790 0.804 1.302 1.262
H -7.2677 2.1241 -3.3891 -0.536 -0.190 -0.561
H 2.6988 1.1225 5.8484 -0.004 0.168 0.134
C 1.0224 8.0940 0.2732 -0.612 0.601 1.004
C 4.1674 -6.6332 -1.8116 -0.070 -0.646 -0.326
H -0.9216 6.5148 -0.8796 -0.036 -0.613 -0.373
H 4.0599 -0.1732 -7.9043 -0.174 1.217 -0.411
C 4.9982 -0.3908 6.1821 -1.085 0.191 -0.081
H -7.5664 -0.3460 -1.6643 -0.561 0.204 -0.010
H 3.3275 -4.7384 -2.7313 -0.368 -0.673 -0.097
H 2.0279 -1.5125 -8.5428 -0.060 -0.251 0.434
S 4.3224 1.2157 4.1022 1.701 -1.437 0.318
C 4.2005 -5.1637 -2.2361 -0.031 1.232 0.951
H 2.7040 6.6701 0.8046 -0.782 -0.533 0.183
H -5.2070 -0.1195 -3.5367 0.061 -0.009 0.054
O 2.1304 5.8590 -2.4970 -0.873 -0.131 2.270
H 3.5316 -0.8913 -6.5564 -0.478 0.139 0.793
H -5.3563 -3.1551 5.3764 -0.064 -0.133 -0.250
H 4.0626 -0.9391 6.2922 -0.433 0.112 -0.405
F -0.6260 4.4093 3.9708 -1.451 -1.010 0.070
S 1.1128 0.7777 -5.7424 0.846 0.845 -0.474
H -1.4475 -1.8496 5.6113 -0.077 -0.001 -0.195
H -5.8615 0.1797 -0.3808 -0.038 -0.011 0.045
C 0.7972 -0.6882 -6.8937 0.588 -0.054 0.792
C 1.9072 -0.6108 -7.9423 -0.363 0.932 -0.339
As -2.3040 -4.3515 -2.9331 0.113 0.485 0.768
F -1.6002 2.5565 5.4145 -0.780 0.890 -1.757
H -4.1353 -2.1113 3.4319 0.083 0.018 0.059
H -4.2310 -3.7754 2.8145 -0.211 -0.278 0.410
H 5.3945 -1.0606 4.1158 -0.339 0.231 -0.199
H 5.6522 -1.0685 6.7309 0.665 0.647 0.077
F -3.6705 2.4841 3.8292 1.377 0.961 0.208
S -2.0794 -3.2851 3.7772 1.296 0.419 -0.058
F -1.9629 -5.4073 -1.4919 -0.727 1.027 -1.795
H -1.2863 -3.5250 6.0743 -0.279 -0.332 -0.297
H 3.5366 2.7287 5.7426 -0.024 -0.093 0.391
O 3.1005 -3.1852 -0.5654 0.995 -0.698 -0.496
C 0.1988 8.2647 -0.9682 0.718 0.871 -1.571
H -5.1295 1.5163 -4.2716 -0.119 -0.118 -0.062
H 5.1440 -7.0267 -1.5296 0.270 0.530 0.290
O 5.3070 2.1743 3.6289 -1.143 0.260 0.202
F -1.3967 2.2548 2.8611 -0.513 1.001 0.692
H 4.5320 0.9294 7.7883 -0.238 0.806 -0.090
O -4.7950 3.0606 -2.0051 -0.334 -1.038 -0.199
H -0.3916 6.8975 -2.5916 0.107 -0.332 0.179
O -1.4564 -2.2514 2.9356 -0.802 -0.724 0.768
C 3.5264 -5.7035 0.3506 0.129 -0.214 0.557
O -3.6224 0.9215 -1.5260 0.104 -0.316 -0.006
H 3.4176 1.6255 -5.8105 -0.374 0.283 -0.183
O 1.4520 0.3917 -4.3911 -0.291 -0.711 0.174
F -2.5540 -3.2698 -4.3105 0.072 -0.390 0.779
H 5.0551 -4.8063 -2.8105 0.226 -0.267 0.308
H -6.2390 1.8483 -0.0701 -0.812 0.218 -0.256
H 1.4339 9.0533 0.5871 0.339 0.023 -0.177
F -2.9941 4.6807 4.9891 0.852 -1.373 -0.668
C -4.3417 -3.4843 5.1520 0.220 -0.129 -0.217
C 3.1589 -6.7880 -0.6526 -0.023 1.446 -0.858
H 1.0084 -1.5805 -6.3044 -0.568 0.100 0.395
C -1.9482 -2.8171 5.5754 0.118 0.259 -0.114
H 4.2956 -6.0753 1.0276 0.504 0.440 -0.245
O 0.8557 4.5944 -0.6376 1.326 1.977 -0.797
H 5.6598 1.6367 6.5306 0.113 0.089 0.571
C -0.1314 6.8842 -1.5332 -0.284 0.758 0.858
H 2.1924 -6.4741 -1.0468 -0.287 -0.499 -0.084
H -7.6577 0.3759 -3.8973 0.129 0.487 -0.328
S -4.8226 1.6067 -1.9330 -0.796 0.817 0.058
C 2.7169 1.2292 -6.5454 -0.122 -2.011 -0.862
H -0.2205 -0.6560 -7.2825 0.134 0.029 0.209
S 1.3489 5.8699 -1.2363 -0.354 -0.983 -0.841
C -6.2787 1.0765 -0.8388 2.036 -0.410 -0.153
C 3.6531 1.6461 5.7913 0.897 -0.582 -0.648
H 6.4615 0.1305 4.8581 -0.110 0.644 -0.828
H -8.2754 1.3624 -1.5286 -0.302 -0.609 0.139
H 2.3070 1.8828 -7.3154 0.772 0.522 0.045
F -2.6906 4.5357 2.5701 0.521 -1.545 0.971
C 5.4194 -0.1657 4.7376 -0.362 -0.670 0.560
O -1.5318 -4.6307 3.6815 -1.085 0.720 -0.052
S 4.1473 -4.2090 -0.6169 0.262 -1.173 1.433
H 1.5451 0.1361 -8.6488 0.424 0.234 -0.323
O 5.5043 -3.8983 -0.1478 -1.499 -0.160 -0.783
C -7.0738 1.0572 -3.2785 0.909 0.217 1.504
As -2.1736 3.4750 3.9457 0.134 0.860 0.271
H -0.6643 8.9194 -0.8472 -0.294 -0.458 0.334
F -1.3298 -3.0669 -2.0475 -0.727 -0.956 -0.948
C -7.4234 0.7288 -1.7753 0.409 0.747 -0.389
H -3.5578 -2.9674 7.1312 0.334 -0.303 -0.106
C -3.3861 -2.7216 6.0833 -0.309 1.081 -0.773
C 3.1906 -0.1216 -7.2488 -0.877 -0.008 0.411
O 3.2853 0.7144 3.2087 0.551 0.472 0.738
H 3.9330 -7.2736 -2.6619 -0.450 0.163 -0.129
Hg 0.4997 0.2320 -0.1793 -0.303 -0.051 0.021
H -4.2432 -4.5278 5.4513 -0.221 -0.265 -0.711
H 2.9145 7.5564 -0.6063 -0.255 0.134 -0.455
H 0.2995 7.9002 1.0657 0.451 -0.951 0.378
O 0.1781 1.8873 -5.8892 0.476 -1.290 -0.405
H 2.6811 -5.4805 1.0016 -0.029 0.622 -0.308
H 0.7987 8.8385 -1.6746 0.209 -0.172 -0.405
H -3.6523 -1.6693 5.9834 -0.053 0.164 0.177
```
Positions in Å, forces in eV/Å.

Orbital gap (eV): 2.1
Relative energy (zero: lowest compared OMol25 entry of this formula, charge and spin) (kJ/mol): 988.1
Calculated total energy (hartree): -10058.34502
LUMO energy (Eh): -0.303

Here are the Löwdin charges for atoms 1 to 5, given in e: -0.151, -0.191, -0.169, 0.122, -0.194